{
  "formula": "C7H12N2O2S",
  "method": "the ωB97M-V functional and the def2-TZVPD basis",
  "elements": ["C", "C", "C", "C", "C", "C", "C", "N", "N", "O", "O", "S", "H", "H", "H", "H", "H", "H", "H", "H", "H", "H", "H", "H"],
  "coordinates": [[0.56340, 2.22300, 0.23804], [-1.53341, 1.25363, -1.78470], [-0.36276, 1.65780, -2.50444], [-0.23904, 0.64235, -1.42225], [1.83053, 0.06646, -0.19537], [0.04858, -1.93482, 2.74800], [0.56438, 0.83943, -0.17971], [0.37595, 3.32211, 0.54103], [-0.40139, 0.05488, 1.22646], [-0.26718, -2.12628, 0.02112], [-2.17954, -1.55015, 1.57535], [-0.79921, -1.47924, 1.20157], [-1.93947, 1.93768, -0.90834], [-2.32048, 0.53853, -2.14900], [-0.02042, 1.19983, -3.43871], [0.09119, 2.74042, -2.34443], [-0.25352, -0.41875, -1.78821], [2.51228, 0.27636, 0.53024], [2.28592, -0.02250, -1.12486], [1.46634, -0.94661, -0.10127], [0.38614, -2.96998, 2.89795], [1.06041, -1.49689, 2.57166], [-0.50348, -1.64260, 3.65320], [-1.22677, 0.54583, 1.46118]],
  "forces_ev_per_a": [[-0.51, 1.03, 0.60], [-3.70, 0.42, 3.23], [3.21, 2.59, -1.36], [0.27, -2.29, -0.01], [-2.17, -1.45, -0.31], [2.17, -0.90, -0.77], [-2.34, -1.29, 1.44], [0.40, -0.82, -0.24], [2.62, 2.38, -2.62], [-0.26, -0.01, 0.82], [-0.76, -0.29, -0.65], [0.18, -1.43, 1.60], [0.73, -1.01, -2.29], [0.97, 1.01, 0.15], [-0.80, 0.59, -0.05], [-1.11, -2.45, -0.21], [0.74, 1.12, 0.51], [1.74, 0.79, 2.12], [0.82, 0.73, -1.94], [0.24, -0.46, 0.40], [-0.98, -0.24, -0.54], [-0.86, 0.41, 0.79], [0.28, 0.46, -0.72], [-0.86, 1.11, 0.06]],
  "mulliken_charge": [-0.31, -0.54, -0.55, -0.42, -1.69, -0.88, 1.53, -0.46, -0.49, -0.63, -0.68, 1.09, 0.23, 0.21, 0.27, 0.22, 0.62, 0.43, 0.40, 0.40, 0.35, 0.25, 0.30, 0.32],
  "homo_ev": -10.30,
  "e_tot_ev": -25359.997,
  "max_force_ev_per_a": 4.93,
  "homo_lumo_gap_ha": 0.382
}

{
  "formula": "C7H12N2O5",
  "method": "the ωB97M-V functional and the def2-TZVPD basis",
  "elements": ["N", "C", "C", "O", "N", "C", "C", "C", "C", "O", "O", "C", "O", "O", "H", "H", "H", "H", "H", "H", "H", "H", "H", "H", "H", "H"],
  "coordinates": [[1.83382, -0.01756, -3.00899], [1.54854, 1.34425, -2.32552], [1.13897, 1.25305, -0.92861], [1.24587, 2.25003, -0.18731], [0.99909, -0.03925, -0.46369], [0.85247, -0.28616, 1.00633], [-0.45632, 0.41984, 1.41330], [-1.88219, -0.35213, 0.75584], [-3.13619, 0.28587, 1.37989], [-3.29704, 0.57773, 2.69689], [-4.37355, 0.17735, 0.76858], [0.92585, -1.74317, 1.07167], [0.82147, -2.44104, 0.04654], [1.50328, -2.44206, 2.26671], [1.53822, 0.00925, -3.95110], [2.92897, 0.08455, -3.18580], [0.74234, 1.68230, -2.72765], [2.47011, 1.95664, -2.22086], [0.79945, -0.82858, -1.16986], [1.80496, 0.10637, 1.49994], [-0.54469, 1.43867, 1.10014], [-0.67606, 0.46039, 2.58729], [-2.14219, -0.27757, -0.44955], [-1.89671, -1.42851, 1.09046], [-4.44120, -0.49268, -0.05997], [1.69271, -1.69758, 2.99532]],
  "forces_ev_per_a": [[3.93, 1.97, 1.37], [4.84, -3.56, 0.78], [1.78, -1.10, 3.63], [-0.76, -1.38, -1.04], [-0.70, 0.36, -0.78], [0.11, 2.37, -1.63], [-3.33, -2.02, 2.16], [0.33, 1.38, -0.95], [-2.85, -0.77, 7.69], [2.00, -0.89, -7.73], [1.21, -1.79, -2.55], [2.14, -5.83, -0.92], [-0.32, 1.57, 3.81], [-1.26, 4.58, -0.44], [-0.91, 0.27, -1.15], [-2.86, -0.93, 0.72], [-4.45, 3.25, -3.46], [-0.98, 0.09, -0.88], [0.79, 1.72, 1.74], [-1.47, -0.07, -0.36], [0.61, 0.41, -0.37], [0.52, -0.43, -2.52], [1.55, -0.26, 2.99], [-0.04, 1.04, -0.51], [0.82, 2.43, 2.70], [-0.70, -2.39, -2.29]],
  "mulliken_charge": [-0.61, -0.48, 0.38, -0.68, -0.25, -0.12, -1.01, -0.40, 0.62, -0.56, -0.50, 0.47, -0.53, -0.53, 0.25, 0.25, 0.32, 0.33, 0.44, 0.49, 0.55, 0.34, 0.20, 0.30, 0.36, 0.36],
  "homo_ev": -9.99,
  "e_tot_ev": -20667.662,
  "max_force_ev_per_a": 8.24,
  "smiles": "NCC(=O)N[C@@H](CCC(=O)O)C(=O)O",
  "homo_lumo_gap_ha": 0.370
}

{
  "formula": "C7H12N2O5",
  "method": "the ωB97M-V functional and the def2-TZVPD basis",
  "elements": ["C", "C", "N", "C", "O", "N", "C", "C", "C", "O", "O", "C", "O", "O", "H", "H", "H", "H", "H", "H", "H", "H", "H", "H", "H", "H"],
  "coordinates": [[-3.21722, -0.72874, -2.80833], [-2.62232, -1.29798, -1.46632], [-3.28344, -1.12605, -0.17258], [-1.06018, -0.93996, -1.27897], [-0.27341, -0.84981, -2.16281], [-0.54513, -0.94623, -0.00997], [0.64889, -0.11259, 0.31189], [0.33240, 1.38044, 0.57896], [1.67689, 2.15266, 0.53563], [2.73852, 1.76296, -0.03577], [1.69017, 3.34753, 1.20570], [1.46629, -0.68240, 1.54351], [2.20143, 0.03074, 2.25006], [1.25801, -2.01375, 1.82070], [-3.16514, 0.43330, -2.73862], [-2.62864, -1.17924, -3.62802], [-4.25435, -1.10510, -2.99943], [-2.64580, -2.37509, -1.82470], [-3.80951, -0.22480, -0.07081], [-4.07344, -1.81588, -0.18150], [-1.31875, -0.65033, 0.65308], [1.33307, -0.10179, -0.61602], [-0.13643, 1.55513, 1.53415], [-0.10643, 1.88549, -0.35199], [2.67789, 3.64325, 1.21623], [0.66130, -2.40898, 1.16427]],
  "forces_ev_per_a": [[0.18, 1.56, 1.04], [1.21, -0.70, -1.34], [-2.45, -0.33, -0.50], [-0.92, -1.09, 0.03], [0.45, 0.42, -2.73], [-1.66, 2.00, 3.60], [1.10, -0.10, -1.24], [1.88, 0.86, -1.97], [4.20, -0.70, -0.56], [-4.11, 1.23, 1.59], [1.63, -0.53, -0.38], [0.78, 0.96, 1.27], [-2.46, -2.45, -2.16], [0.56, 1.43, -0.21], [-0.27, -2.00, -0.76], [0.04, 0.83, 0.33], [0.69, 0.56, 0.59], [0.43, 0.71, 1.53], [0.95, -0.76, -0.48], [1.02, 0.72, 0.41], [1.02, -1.13, -0.74], [-0.89, -0.35, 1.53], [-0.51, 0.28, -0.01], [-0.43, -1.00, 1.44], [-2.39, -0.78, -0.24], [-0.03, 0.35, -0.05]],
  "mulliken_charge": [-1.12, 0.50, -0.65, 0.14, -0.59, -0.29, -0.02, -0.53, 0.48, -0.60, -0.48, 0.42, -0.55, -0.52, 0.29, 0.30, 0.33, 0.17, 0.23, 0.31, 0.29, 0.40, 0.45, 0.29, 0.38, 0.38],
  "homo_ev": -9.97,
  "e_tot_ev": -20671.125,
  "max_force_ev_per_a": 4.58,
  "smiles": "C[C@H](N)C(=O)N[C@@H](CC(=O)O)C(=O)O",
  "homo_lumo_gap_ha": 0.377
}

{
  "formula": "C7H12N2O6",
  "method": "the ωB97M-V functional and the def2-TZVPD basis",
  "elements": ["N", "C", "C", "O", "C", "O", "N", "C", "C", "C", "O", "O", "C", "O", "O", "H", "H", "H", "H", "H", "H", "H", "H", "H", "H", "H", "H"],
  "coordinates": [[1.40882, 2.59767, 1.74675], [2.12929, 1.44045, 1.18543], [3.16752, 0.80596, 2.12719], [3.99514, -0.11232, 1.44795], [1.14597, 0.38354, 0.69202], [1.50137, -0.79282, 0.47854], [-0.10648, 0.80414, 0.49625], [-1.14907, 0.07464, -0.21745], [-0.80191, -0.21460, -1.69027], [-1.96219, -0.17536, -2.68501], [-1.77650, 0.18404, -3.81819], [-3.17171, -0.51940, -2.24784], [-1.64413, -1.22715, 0.42771], [-2.80393, -1.57048, 0.25107], [-0.80337, -1.98374, 1.09201], [1.99577, 3.41970, 1.71394], [1.21560, 2.42316, 2.72894], [2.66840, 1.80004, 0.30521], [2.63837, 0.35303, 2.98352], [3.81596, 1.59588, 2.49670], [3.38759, -0.76884, 1.08410], [-0.25111, 1.77890, 0.73254], [-2.02116, 0.72818, -0.18646], [-0.32424, -1.20788, -1.77049], [-0.06505, 0.50541, -2.06138], [-3.15562, -0.91754, -1.34016], [0.13822, -1.68983, 0.94658]],
  "forces_ev_per_a": [[0.18, -0.51, 0.11], [-0.02, 0.29, 0.16], [-0.09, -0.01, -0.25], [-0.20, 0.14, 0.30], [0.11, -0.37, -0.22], [-0.22, 0.51, 0.20], [0.09, -0.14, -0.03], [-0.33, 0.12, 0.10], [0.50, -0.41, -0.22], [0.15, 0.29, -0.16], [-0.08, -0.13, 0.30], [-0.05, -0.24, 0.24], [-0.63, -0.22, -0.11], [0.79, 0.32, 0.08], [0.34, 0.01, 0.03], [0.01, 0.06, -0.07], [-0.09, 0.06, -0.01], [-0.01, -0.16, -0.10], [0.16, 0.01, -0.09], [0.02, 0.09, 0.13], [0.06, -0.20, -0.17], [-0.08, -0.02, -0.03], [0.04, 0.02, -0.03], [-0.14, 0.34, -0.04], [-0.19, -0.09, 0.15], [-0.06, 0.18, -0.28], [-0.25, 0.06, -0.01]],
  "mulliken_charge": [-0.73, 0.36, -0.62, -0.57, 0.47, -0.86, -0.18, -0.46, -0.42, 0.39, -0.58, -0.49, 0.72, -0.68, -0.51, 0.27, 0.22, 0.29, 0.29, 0.33, 0.38, 0.39, 0.43, 0.28, 0.40, 0.45, 0.43],
  "homo_ev": -10.29,
  "e_tot_ev": -22720.329,
  "max_force_ev_per_a": 0.85,
  "smiles": "N[C@@H](CO)C(=O)N[C@@H](CC(=O)O)C(=O)O",
  "homo_lumo_gap_ha": 0.384
}

{
  "formula": "C7H12N2OS",
  "method": "the ωB97M-V functional and the def2-TZVPD basis",
  "elements": ["C", "C", "N", "C", "C", "N", "S", "C", "O", "C", "C", "H", "H", "H", "H", "H", "H", "H", "H", "H", "H", "H", "H"],
  "coordinates": [[2.02918, -0.95450, 0.95764], [0.87091, -0.40864, 0.17460], [1.02007, 0.77541, -0.25596], [-0.04764, 1.40112, -0.87716], [0.12302, 2.84102, -1.18461], [-1.07443, 0.71218, -1.28380], [-2.44209, 1.28343, -2.13994], [-1.09327, -0.69599, -1.19624], [-0.36529, -1.17782, -2.33103], [-0.35727, -1.10013, 0.14789], [-1.16799, -0.58656, 1.43302], [2.08417, -2.09095, 0.65112], [2.03351, -0.87266, 2.11521], [2.93939, -0.41546, 0.57052], [-0.87284, 3.43749, -0.96116], [0.38349, 2.99954, -2.21112], [0.90688, 3.17315, -0.50296], [-2.09911, -0.96750, -1.34019], [-0.59939, -0.47131, -2.99486], [-0.37832, -2.11431, 0.26348], [-0.87718, 0.43392, 1.66800], [-1.09504, -1.28537, 2.28748], [-2.23671, -0.59688, 1.18192]],
  "forces_ev_per_a": [[1.34, -1.92, -0.21], [2.68, 0.46, 1.86], [0.12, 1.06, -0.56], [-0.01, -0.40, -0.66], [-2.20, 0.98, 1.96], [-0.58, 2.14, -0.02], [-0.06, 0.73, -0.35], [2.47, -1.60, 1.07], [-0.29, 1.11, -0.18], [-4.27, 1.80, -0.71], [-0.57, -0.60, -0.79], [0.25, 2.04, 0.90], [-0.51, -0.06, -2.01], [-0.80, -0.70, 0.58], [1.94, -1.25, -0.57], [0.12, 0.07, -0.66], [0.02, 0.28, -0.34], [-1.26, -0.71, 0.66], [0.36, -1.30, 0.32], [0.63, -2.75, -0.14], [-0.05, -0.08, 0.31], [0.49, 0.54, -0.41], [0.18, 0.17, -0.05]],
  "mulliken_charge": [-1.10, 0.46, -0.52, 0.52, -1.18, -0.17, -0.34, -0.23, -0.58, -0.14, -1.35, 0.29, 0.23, 0.36, 0.31, 0.26, 0.37, 0.63, 0.39, 0.76, 0.35, 0.35, 0.35],
  "homo_ev": [-7.76, -7.76],
  "e_tot_ev": -23314.664,
  "max_force_ev_per_a": 4.69,
  "smiles": "CC1=NC(C)=[N+]([S-])[C@@H](O)[C@@H]1C",
  "homo_lumo_gap_ha": [0.268, 0.268]
}

{
  "formula": "C7H12N2OS",
  "method": "the ωB97M-V functional and the def2-TZVPD basis",
  "elements": ["C", "C", "C", "C", "C", "C", "C", "H", "H", "H", "H", "H", "H", "H", "H", "H", "H", "H", "H", "N", "N", "O", "S"],
  "coordinates": [[-2.59631, -0.41409, -0.16662], [-1.29875, -0.88195, -0.82844], [-0.37881, -1.82246, 0.11871], [0.30551, -0.89870, 1.14530], [0.58478, 1.54630, 0.37994], [1.50301, 2.22519, -0.33068], [2.30264, 0.03764, 0.11911], [-2.89228, -1.41491, 0.21342], [-3.18817, -0.05150, -0.96982], [-2.51664, 0.52988, 0.50861], [-1.44179, -1.33506, -1.84141], [-0.63986, 0.02995, -0.92915], [-0.89028, -2.71584, 0.52019], [0.36171, -2.43366, -0.59051], [-0.60374, -0.42149, 1.69303], [0.95700, -1.47181, 1.87643], [-1.03385, 2.46201, -0.45543], [1.63714, 3.15545, -0.73606], [3.48601, 1.63510, -0.86970], [1.03979, 0.23991, 0.65091], [2.60910, 1.38509, -0.29851], [-0.68398, 1.90905, 0.77461], [3.37776, -1.29410, 0.01608]],
  "forces_ev_per_a": [[1.02, -0.07, 0.45], [2.53, 0.48, 0.72], [0.99, -0.49, -3.44], [-2.33, -0.43, 2.33], [-1.10, -0.24, 0.13], [0.78, -2.95, 2.05], [1.22, 3.00, -0.33], [-1.17, 1.30, 0.58], [-1.19, -0.09, -0.64], [0.09, -2.39, -0.51], [-0.04, 0.31, 0.98], [-0.62, -1.02, -0.71], [-0.27, 0.94, 0.59], [-0.95, 1.85, 1.42], [1.67, -0.89, -0.38], [-0.77, 0.81, -0.89], [0.94, -2.25, 5.51], [-0.34, 2.17, -0.61], [-2.00, -1.09, 1.41], [1.33, -0.68, -1.08], [2.44, -1.85, -2.01], [-0.73, 2.29, -5.86], [-1.49, 1.29, 0.28]],
  "mulliken_charge": [-0.95, -0.17, -0.63, -0.89, 0.35, -0.73, -0.14, 0.26, 0.35, 0.20, 0.43, 0.05, 0.42, 0.25, 0.30, 0.37, 0.43, 0.52, 0.29, 0.33, -0.14, -0.56, -0.34],
  "homo_ev": -7.52,
  "e_tot_ev": -23312.741,
  "max_force_ev_per_a": 6.33,
  "homo_lumo_gap_ha": 0.238
}